# C2H4LiOSm

C2H4LiOSm as an isolated structure at a distorted geometry (ωB97M-V/def2-TZVPD, the Open Molecules 2025 dataset).

The expectation value of S² is 12.011. The molecular weight is 201.4 g/mol. The LUMO energy (alpha / beta) is -4.52 / -4.44 eV. For the relative energy (zero: lowest compared OMol25 entry of this formula, charge and spin), the calculation gives 61.0 kJ/mol. The HOMO energy (alpha / beta) comes out at -11.063 / -11.169 eV. As for the net charge: +1. The value obtained for the total energy is -819.0290 a.u. As for the multiplicity: 7.

```
9
Properties=species:S:1:pos:R:3:forces:R:3
H 0.078 -1.368 0.941 0.563 0.957 -0.213
H -1.951 -0.031 0.982 0.291 0.306 -0.330
H 0.042 -1.398 -0.884 0.547 0.929 0.172
H -1.999 -0.085 -0.888 0.320 0.361 0.278
Li 3.297 0.366 -0.087 -0.553 -0.184 0.024
C -1.411 -0.136 0.035 1.688 -1.379 0.031
Sm 0.530 2.746 -0.076 0.848 -3.522 0.076
C -0.196 -0.831 0.024 -3.643 -0.547 0.052
O 1.610 0.738 -0.047 -0.060 3.079 -0.090
```
Forces are in eV/Å.